{"formula": "C32H91N5O17", "method": "ωB97M-V with the def2-TZVPD basis set", "total_charge": 0, "homo_energy_ev": -9.2, "e_above_lowest_kcal_mol": 127.46, "lumo_ev": 0.2, "orbital_gap_ev": 9.3954, "species": ["O", "O", "O", "O", "O", "O", "O", "O", "O", "O", "O", "O", "O", "O", "O", "O", "O", "N", "N", "N", "N", "N", "C", "C", "C", "C", "C", "C", "C", "C", "C", "C", "C", "C", "C", "C", "C", "C", "C", "C", "C", "C", "C", "C", "C", "C", "C", "C", "C", "C", "C", "C", "C", "C", "H", "H", "H", "H", "H", "H", "H", "H", "H", "H", "H", "H", "H", "H", "H", "H", "H", "H", "H", "H", "H", "H", "H", "H", "H", "H", "H", "H", "H", "H", "H", "H", "H", "H", "H", "H", "H", "H", "H", "H", "H", "H", "H", "H", "H", "H", "H", "H", "H", "H", "H", "H", "H", "H", "H", "H", "H", "H", "H", "H", "H", "H", "H", "H", "H", "H", "H", "H", "H", "H", "H", "H", "H", "H", "H", "H", "H", "H", "H", "H", "H", "H", "H", "H", "H", "H", "H", "H", "H", "H", "H"], "xyz": [[-6.054, -14.880, -0.235], [1.845, -20.167, 0.857], [-1.142, -20.701, -9.064], [-10.201, -9.632, -0.349], [-6.955, -7.637, -2.381], [-6.054, -12.208, 1.153], [5.136, -11.792, -7.803], [1.249, -4.887, -7.056], [-2.960, -13.344, -5.141], [0.535, -22.547, 2.278], [5.211, -19.520, -4.164], [3.273, -16.560, -3.484], [0.161, -12.510, 0.447], [-9.610, -12.454, -0.511], [-8.440, -14.054, -8.138], [3.421, -9.917, -6.059], [-5.384, -7.853, 0.282], [-0.397, -17.113, -9.655], [2.552, -15.368, 0.775], [-0.739, -15.294, -5.243], [-1.015, -6.550, -6.254], [-4.957, -14.927, -8.447], [-2.052, -21.290, -8.155], [-7.015, -13.956, -7.981], [4.108, -17.439, -4.189], [-5.985, -6.830, -1.883], [-6.367, -15.231, -8.602], [-2.700, -14.248, -4.091], [-11.077, -10.573, -0.930], [-6.613, -16.646, -8.032], [-3.691, -12.222, -4.715], [-1.791, -16.625, -3.635], [0.012, -4.820, -7.694], [-1.026, -19.295, -8.728], [-2.053, -15.532, -4.691], [1.322, -14.632, 0.984], [0.096, -21.862, 1.107], [1.344, -13.306, 0.179], [4.031, -11.128, -5.707], [4.325, -18.725, -3.393], [1.311, -18.862, -9.665], [-9.118, -12.879, -7.716], [0.409, -11.123, -0.014], [0.488, -20.399, 1.160], [1.888, -3.582, -7.150], [-5.260, -14.470, 0.799], [1.317, -14.408, 2.485], [-10.408, -11.808, -1.526], [4.070, -12.106, -6.893], [-0.192, -18.570, -9.757], [-4.867, -12.972, 0.804], [-2.008, -6.279, -8.332], [-4.926, -7.536, -1.010], [-0.676, -6.160, -7.590], [-5.668, -14.688, 1.786], [2.228, -13.830, 2.643], [-6.774, -12.986, -8.417], [-0.980, -22.028, 1.041], [3.479, -11.539, -4.861], [-4.651, -8.496, -1.446], [-1.985, -6.063, -9.400], [-10.836, -8.971, -0.061], [-4.860, -14.023, -8.888], [-3.617, -14.557, -3.589], [-7.658, -16.911, -8.193], [-2.054, -18.936, -8.680], [-2.802, -5.647, -7.933], [0.037, -4.565, -8.754], [2.243, -12.771, 0.485], [-0.883, -7.551, -6.215], [-1.692, -17.633, -4.038], [0.930, -11.102, -0.972], [-0.107, -19.869, 0.416], [-0.541, -18.852, -10.750], [-11.777, -10.036, -1.570], [-9.051, -11.821, -0.054], [1.562, -19.762, -10.227], [-6.346, -16.633, -6.976], [-7.526, -7.933, -1.669], [-0.259, -6.203, -5.682], [-0.764, -15.700, -6.168], [-0.507, -10.549, -0.155], [0.121, -20.000, 2.105], [4.239, -13.108, -6.498], [5.058, -20.443, -3.949], [-0.963, -16.294, -3.007], [2.411, -16.674, -3.891], [5.048, -10.928, -5.368], [1.485, -13.441, -0.893], [-4.191, -12.784, 1.638], [-5.661, -7.029, 0.688], [2.705, -3.473, -6.437], [-4.326, -15.021, 0.685], [-1.368, -16.835, -9.670], [-2.643, -16.639, -2.956], [3.911, -9.644, -6.838], [-11.695, -10.950, -0.116], [-4.440, -12.539, -0.101], [-2.786, -15.938, -5.388], [3.600, -17.777, -5.092], [-8.918, -12.552, -6.696], [-2.422, -7.287, -8.344], [-1.521, -21.356, -7.205], [-4.756, -14.717, -7.479], [-2.349, -22.295, -8.457], [0.345, -22.344, 0.161], [-5.922, -17.338, -8.512], [-0.674, -4.078, -7.284], [0.508, -13.727, 2.748], [-0.787, -14.299, -5.405], [-5.847, -11.273, 1.226], [-3.954, -7.064, -0.870], [1.776, -18.074, -10.257], [-0.630, -19.095, -7.733], [-6.673, -13.941, -6.946], [4.889, -11.057, -8.370], [3.354, -14.953, 1.229], [2.019, -19.223, 0.881], [-10.207, -12.890, -7.750], [0.472, -15.199, 0.607], [-4.680, -12.426, -4.305], [-6.605, -15.296, -9.664], [1.740, -18.828, -8.663], [1.068, -10.562, 0.649], [0.057, -6.949, -7.756], [2.321, -3.403, -8.134], [-3.131, -11.657, -3.970], [1.230, -2.766, -6.852], [-6.448, -6.024, -1.314], [1.256, -15.291, 3.122], [1.468, -22.330, 2.349], [-5.423, -6.361, -2.690], [-2.943, -20.688, -7.977], [2.753, -15.418, -0.213], [-0.023, -16.645, -10.468], [-9.729, -11.555, -2.340], [4.660, -18.514, -2.378], [-8.827, -12.093, -8.412], [-11.058, -12.622, -1.846], [-3.784, -11.538, -5.559], [3.163, -12.301, -7.466], [-6.838, -14.333, -0.144], [-2.103, -13.670, -3.386], [3.413, -19.246, -3.103], [5.027, -16.912, -4.446]], "atomic_forces_ev_per_a": [[-1.1691, 0.1159, -0.7926], [0.3858, -0.6258, 0.4537], [-0.1170, 1.0467, 0.1970], [0.5271, 0.0896, -0.3428], [-1.1751, -1.3478, -0.9164], [-0.3069, -0.5781, -0.3895], [-0.0456, -0.1665, 0.3889], [0.8216, 1.8796, -0.0131], [-0.6195, -0.2357, -0.5679], [0.0865, -0.0014, -0.6324], [-0.0662, -0.1775, 0.2581], [-0.5652, 0.4069, 0.1650], [1.1450, 1.4673, -0.9442], [-0.3946, -0.1892, -0.1328], [-0.5325, -0.0740, 1.1146], [-0.1904, 0.5284, -0.2745], [-0.7457, -0.2498, 0.5924], [0.0329, 0.3233, 0.6381], [0.0136, -0.8181, -1.1394], [-0.2891, 1.0558, -1.0484], [-0.0625, 0.5407, 2.3980], [0.9781, 0.0506, -0.8241], [0.7006, -0.1809, 0.5401], [-2.1731, -1.6450, -0.3344], [-0.4301, -1.0253, 0.0540], [2.2806, 1.1115, 1.0641], [0.2730, 0.5953, 0.1598], [0.2999, -0.7149, -0.3681], [-1.4392, -1.0530, 0.3339], [-0.2967, 1.4309, 0.2429], [0.4496, 0.7596, -0.2155], [-1.4802, 0.9425, 0.9354], [-1.5619, -0.7044, -0.4331], [-0.5058, -0.6400, -0.4159], [-0.1476, -0.8284, 1.9932], [0.3155, 0.3902, -0.0882], [-0.2608, -0.2236, 0.1374], [-0.5069, 0.3816, 1.1231], [-0.3801, -0.7705, -0.4139], [0.3475, 0.3359, 0.5253], [-0.3085, 0.4212, -0.9984], [0.2764, 0.5445, -0.4456], [0.0674, -1.0506, 0.0661], [-1.5165, 0.3324, -0.9571], [0.2512, -0.4897, 0.6340], [2.3063, 1.1815, 0.6175], [-0.9373, 1.3635, -0.2189], [1.6272, 0.2237, 0.8791], [0.5813, -0.5716, 0.3032], [-0.0079, 0.4012, -0.4836], [-1.0306, 0.5445, 1.0852], [-0.0418, -0.0277, -1.5162], [0.2160, -0.6569, -0.1276], [-0.4692, -1.1329, -0.4899], [-0.1996, -0.0684, 0.1345], [0.1987, -0.1686, 0.5839], [0.8493, -0.1782, -0.5032], [-0.2813, 0.7004, 0.6177], [-0.1223, -0.1036, -0.1090], [-0.3196, -0.0994, -0.3355], [0.4422, 0.3238, -0.2028], [0.4952, 0.4308, 0.3413], [0.6508, 0.1643, -0.2933], [-0.2660, 0.0547, 0.0760], [0.1202, -0.2849, 0.2285], [-0.1541, 0.4993, -0.3044], [0.3285, 0.1611, 0.4241], [0.6409, 0.0122, -0.3218], [0.1568, 0.3386, 0.3435], [-0.3410, -0.2029, 0.2526], [0.3807, 0.2307, -0.1307], [-0.0674, -0.3795, -0.2625], [-0.2886, -0.0036, -0.3006], [0.0180, -0.6300, -0.0761], [0.1361, -0.3076, -0.7211], [0.0604, 0.2955, -0.0838], [-0.0298, -0.3225, 0.5350], [-0.3011, -0.1727, 0.2149], [-0.0642, -0.1461, 0.0957], [0.1005, 0.0862, 0.6076], [0.5225, -0.0445, -0.3527], [-0.2325, -0.4867, 0.3109], [0.5599, 0.0362, 0.4361], [0.7027, -0.0276, 0.0769], [0.1023, -0.0352, -0.0119], [0.2895, -0.3700, -0.2672], [-0.2745, 0.3617, 0.3090], [0.2575, -0.3017, -0.0395], [-0.3376, -0.4231, -0.2383], [0.5305, -0.4073, -0.1124], [-0.0285, 0.0370, 0.2410], [0.0824, -0.7263, 0.0733], [0.1426, -0.0992, 0.2337], [-0.3554, -0.3462, 0.2134], [-0.2945, -0.3717, 0.1563], [-0.1357, 0.5667, -0.0846], [-0.2470, -0.3073, 0.1408], [0.0552, -0.5622, -0.3044], [-0.0218, 0.2030, -0.4011], [0.2652, 0.2513, -0.4339], [0.5674, -0.1998, 0.1862], [0.2763, -0.2035, 0.5410], [-0.1999, -0.2489, 0.4098], [0.0969, -0.2568, 0.4226], [0.1976, 0.1394, -0.2994], [1.1096, -0.0843, -0.0423], [-0.1969, 0.0827, -0.2149], [0.1038, 0.3850, 0.6007], [-0.1450, -0.0771, 0.1544], [0.7871, 0.4069, -0.5297], [0.1799, 0.0272, -0.0912], [-0.0976, 0.9056, -0.5670], [0.2960, 0.1653, 0.1369], [0.3587, -0.4498, 0.2959], [-0.3970, 0.1331, 0.4950], [-0.1835, -0.0465, -0.0559], [-0.0939, 0.2242, 0.1042], [-0.0258, 0.0925, 0.0712], [0.0139, -0.9604, -0.3946], [-0.0310, -0.3116, 0.2433], [-0.0972, -0.3986, -0.0383], [0.0595, 0.2868, -0.1171], [-0.2109, -0.1764, -0.0089], [-0.0585, -0.2350, 0.4877], [0.2504, 0.2668, -1.9786], [-0.3148, -0.0754, -0.2150], [0.1289, -0.0136, 0.3810], [-0.4979, -0.1026, -0.3535], [0.1562, 0.3909, 0.3114], [0.2213, -0.0591, -0.3762], [0.2512, -0.1593, 0.2039], [-0.2517, -0.0389, -0.3428], [-0.1783, 0.1469, -0.2733], [0.2629, -0.2417, -0.2151], [0.4252, -0.1092, -0.0464], [-0.1456, 0.2115, -0.3142], [0.9797, 0.3537, 0.0207], [0.0990, 0.4853, 0.1105], [-0.4967, 0.5994, -0.0922], [-0.1499, -0.2072, -0.1459], [-0.5052, 0.8816, 0.2190], [-0.5585, -0.0589, -0.4458], [0.5176, -0.5288, 0.4912], [-0.6112, -0.0448, -0.9423], [0.1722, -0.3590, 0.0823]], "lowdin_charge": [-0.034, -0.055, -0.175, -0.064, -0.029, -0.098, -0.071, -0.161, -0.202, -0.060, -0.060, -0.069, -0.191, -0.084, -0.190, -0.062, -0.078, 0.022, 0.023, 0.043, 0.017, 0.016, -0.124, -0.189, -0.255, -0.291, -0.421, -0.196, -0.261, -0.048, -0.118, -0.072, -0.251, -0.204, -0.427, -0.444, -0.250, -0.204, -0.252, -0.260, -0.052, -0.121, -0.081, -0.267, -0.082, -0.286, -0.065, -0.208, -0.227, -0.434, -0.200, -0.071, -0.246, -0.457, 0.121, 0.078, 0.117, 0.117, 0.117, 0.116, 0.067, 0.085, 0.064, 0.123, 0.076, 0.111, 0.078, 0.127, 0.114, 0.076, 0.073, 0.074, 0.112, 0.133, 0.117, 0.067, 0.078, 0.072, 0.093, 0.067, 0.071, 0.077, 0.121, 0.112, 0.084, 0.069, 0.079, 0.118, 0.118, 0.110, 0.080, 0.082, 0.118, 0.062, 0.063, 0.073, 0.115, 0.112, 0.131, 0.119, 0.082, 0.071, 0.084, 0.055, 0.088, 0.114, 0.072, 0.130, 0.074, 0.062, 0.072, 0.113, 0.066, 0.125, 0.120, 0.074, 0.069, 0.084, 0.082, 0.136, 0.088, 0.135, 0.079, 0.080, 0.136, 0.086, 0.082, 0.084, 0.117, 0.081, 0.078, 0.122, 0.079, 0.065, 0.064, 0.112, 0.111, 0.080, 0.123, 0.088, 0.119, 0.084, 0.128, 0.116, 0.125]}